No. 1
{
  "formula": "C42H35ClNO5Os",
  "method": "ωB97M-V with the def2-TZVPD basis set",
  "species": ["Os", "O", "C", "C", "C", "C", "C", "C", "C", "C", "C", "O", "C", "C", "C", "C", "C", "C", "C", "C", "C", "C", "C", "C", "N", "C", "C", "C", "C", "C", "C", "C", "C", "C", "C", "C", "C", "H", "H", "H", "H", "H", "H", "H", "H", "H", "H", "H", "H", "H", "H", "H", "H", "H", "H", "H", "H", "H", "H", "H", "H", "H", "H", "H", "C", "C", "C", "C", "Cl", "C", "C", "C", "O", "C", "C", "O", "O", "H", "H", "H", "H", "H", "H", "H", "H"],
  "xyz": [[0.1932, -0.5126, -0.5026], [0.3691, 1.3027, 0.0475], [1.0429, 1.8603, 1.1281], [0.6934, 1.0330, 2.3859], [1.1822, -0.3895, 2.4179], [1.6481, -0.8705, 3.6335], [2.0385, -2.1884, 3.7574], [2.0002, -2.9845, 2.6294], [1.5666, -2.4609, 1.4215], [1.6521, -3.3397, 0.2085], [0.3006, -3.5298, -0.5214], [-0.0102, -2.3063, -1.1157], [-0.7418, -4.0213, 0.5065], [-0.6919, -5.3443, 0.9400], [-1.5852, -5.8110, 1.8917], [-2.5487, -4.9649, 2.4188], [-2.6142, -3.6506, 1.9865], [-1.7155, -3.1823, 1.0365], [0.4136, -4.5685, -1.6423], [-0.7483, -4.8638, -2.3513], [-0.7289, -5.7834, -3.3856], [0.4550, -6.4247, -3.7240], [1.6158, -6.1291, -3.0308], [1.5972, -5.2010, -1.9956], [1.1235, -1.1838, 1.3249], [0.4710, 3.2658, 1.3772], [1.2532, 4.3160, 1.8431], [0.6738, 5.5475, 2.1224], [-0.6880, 5.7352, 1.9463], [-1.4712, 4.6903, 1.4779], [-0.8938, 3.4620, 1.1905], [2.5427, 1.9112, 0.8371], [3.5173, 1.6046, 1.7775], [4.8645, 1.7177, 1.4538], [5.2461, 2.1388, 0.1914], [4.2769, 2.4520, -0.7526], [2.9350, 2.3397, -0.4292], [-0.3996, 1.0205, 2.4442], [1.0587, 1.5543, 3.2692], [1.6874, -0.1983, 4.4791], [2.3764, -2.5824, 4.7065], [2.3124, -4.0177, 2.6689], [2.0349, -4.3089, 0.5174], [2.3451, -2.8896, -0.5087], [0.0439, -6.0237, 0.5259], [-1.5350, -6.8427, 2.2156], [-3.2509, -5.3301, 3.1575], [-3.3714, -2.9852, 2.3823], [-1.8038, -2.1639, 0.6887], [-1.6719, -4.3654, -2.0819], [-1.6411, -6.0079, -3.9238], [0.4728, -7.1461, -4.5308], [2.5448, -6.6204, -3.2904], [2.5259, -4.9866, -1.4839], [2.3172, 4.1851, 1.9864], [1.2908, 6.3612, 2.4810], [-1.1394, 6.6917, 2.1783], [-2.5394, 4.8266, 1.3527], [-1.4952, 2.6403, 0.8168], [3.2471, 1.2861, 2.7767], [5.6163, 1.4845, 2.1970], [6.2954, 2.2205, -0.0611], [4.5650, 2.7935, -1.7385], [2.1739, 2.5883, -1.1578], [-1.4553, 4.7817, -3.6816], [-2.2893, 4.4120, -2.5008], [-2.6691, 5.3272, -1.5556], [-3.4329, 4.9230, -0.4544], [-3.9339, 6.0817, 0.6853], [-3.7925, 3.5720, -0.2608], [-3.4272, 2.6384, -1.1849], [-2.7074, 3.0482, -2.3289], [-2.3560, 2.2482, -3.3011], [-2.6289, 0.8407, -3.2259], [-1.7346, 0.2528, -2.1337], [-2.2084, 0.0005, -1.0152], [-0.5057, 0.1268, -2.3979], [-1.2388, 5.8463, -3.6889], [-1.9653, 4.5105, -4.6070], [-0.5159, 4.2255, -3.6601], [-2.3791, 6.3638, -1.6561], [-4.3558, 3.2779, 0.6137], [-3.6669, 1.5980, -1.0155], [-2.3574, 0.4362, -4.1959], [-3.6748, 0.6391, -3.0030]],
  "lowdin_spin": [2.353, 0.212, 0.020, 0.004, 0.006, -0.001, 0.004, -0.001, 0.010, 0.010, 0.022, 0.230, 0.006, 0.001, 0.000, 0.000, 0.000, 0.000, 0.001, 0.000, 0.000, 0.000, 0.000, 0.000, 0.007, 0.000, 0.006, 0.000, 0.006, 0.009, 0.004, 0.008, 0.001, 0.001, 0.000, 0.000, 0.003, 0.000, 0.000, 0.000, 0.000, 0.000, 0.000, 0.003, 0.000, 0.000, 0.000, 0.000, 0.000, 0.000, 0.000, 0.000, 0.000, 0.000, 0.000, 0.000, 0.001, 0.005, 0.001, 0.000, 0.000, 0.000, 0.000, 0.000, 0.014, 0.112, 0.000, 0.223, 0.084, 0.056, 0.079, 0.181, 0.186, 0.009, 0.021, 0.084, 0.007, 0.000, 0.005, 0.005, -0.003, -0.001, 0.002, 0.000, 0.003],
  "de_lowest_kj_mol": 85.54,
  "multiplicity": 5,
  "lumo_ev": [-2.93, -6.62],
  "gap_ev": [7.4, 4.0],
  "homo_ev": [-10.32, -10.62],
  "total_charge": 1
}

No. 2
{
  "formula": "C37H49BCl51N6O2",
  "method": "ωB97M-V with the def2-TZVPD basis set",
  "species": ["C", "C", "N", "C", "C", "N", "C", "N", "C", "B", "C", "O", "N", "C", "N", "C", "N", "C", "O", "C", "C", "C", "C", "C", "C", "C", "C", "C", "C", "H", "H", "H", "H", "H", "H", "H", "H", "H", "H", "H", "H", "H", "H", "H", "H", "H", "H", "H", "H", "H", "H", "H", "H", "H", "H", "H", "H", "H", "H", "H", "H", "C", "Cl", "Cl", "Cl", "H", "C", "Cl", "Cl", "Cl", "H", "C", "Cl", "Cl", "Cl", "H", "C", "Cl", "Cl", "Cl", "H", "C", "Cl", "Cl", "Cl", "H", "C", "Cl", "Cl", "Cl", "H", "C", "Cl", "Cl", "Cl", "H", "C", "Cl", "Cl", "Cl", "H", "C", "Cl", "Cl", "Cl", "H", "C", "Cl", "Cl", "Cl", "H", "C", "Cl", "Cl", "Cl", "H", "C", "Cl", "Cl", "Cl", "H", "C", "Cl", "Cl", "Cl", "H", "C", "Cl", "Cl", "Cl", "H", "C", "Cl", "Cl", "Cl", "H", "C", "Cl", "Cl", "Cl", "H", "C", "Cl", "Cl", "Cl", "H"],
  "xyz": [[-2.5981, 2.2048, -2.7751], [-2.2168, 1.7426, -1.6485], [-0.8146, 1.5813, -1.3256], [-0.1430, 2.7266, -0.6985], [-1.2043, 3.7082, -0.1465], [-1.4860, 4.7798, -0.6655], [-0.2603, 0.4258, -1.6587], [-0.9817, -0.5190, -2.2596], [-0.0876, -1.4917, -2.4714], [-0.5969, -2.8026, -3.2170], [-0.1266, -4.2655, -2.9617], [-1.5630, -2.6121, -4.1289], [1.0677, -1.1547, -2.0281], [2.2456, -1.9842, -2.0917], [3.2755, -1.4477, -3.0156], [2.6371, -0.8869, -4.2151], [1.0153, 0.0876, -1.4943], [2.1768, 0.7389, -0.9545], [2.1935, 0.8431, 0.4381], [2.4442, -0.3806, 1.0327], [1.4675, -1.3140, 1.1139], [1.6832, -2.5241, 1.7313], [0.6522, -3.6224, 1.8851], [2.9086, -2.7266, 2.2678], [3.8770, -1.7977, 2.1560], [3.6848, -0.5838, 1.5466], [4.7986, 0.4614, 1.4771], [6.0050, 0.1393, 2.3745], [4.3391, 1.9108, 1.8147], [-3.5292, 2.7381, -2.8874], [-1.9709, 2.1285, -3.6551], [-2.9242, 1.4793, -0.8784], [0.4210, 3.2878, -1.4475], [0.4835, 2.4626, 0.1546], [-1.7279, 3.3541, 0.7388], [-0.9019, 4.9063, -1.4931], [0.4953, -4.4045, -2.0744], [0.4347, -4.5781, -3.8540], [-1.0181, -4.8949, -2.9578], [-1.6557, -1.6756, -4.3352], [2.6866, -1.9683, -1.0885], [2.0349, -3.0242, -2.3218], [3.7572, -2.2723, -3.3500], [3.4073, -0.7058, -4.9632], [2.1666, 0.0802, -4.0272], [1.8992, -1.5589, -4.6750], [3.1206, 0.2987, -1.2799], [2.1704, 1.7625, -1.3259], [0.4915, -1.0543, 0.6638], [-0.3119, -3.2138, 2.1460], [0.5632, -4.2410, 0.9967], [0.9458, -4.2201, 2.7477], [3.0829, -3.6578, 2.7852], [4.8127, -2.0542, 2.6190], [5.1809, 0.4831, 0.4524], [5.8174, 0.3670, 3.4257], [6.8343, 0.7863, 2.0906], [6.3785, -0.8854, 2.2457], [4.0101, 2.3953, 0.8994], [5.2067, 2.4512, 2.2093], [3.5907, 1.9312, 2.6054], [-2.9599, -0.3384, 1.4754], [-3.8593, -0.9568, 0.0934], [-1.3897, -1.1389, 1.5812], [-2.7363, 1.4101, 1.3986], [-3.5188, -0.5699, 2.3722], [-4.3742, -6.0570, -1.9535], [-3.2259, -6.7297, -3.1149], [-4.4341, -7.0592, -0.5051], [-3.9501, -4.3909, -1.5342], [-5.3552, -6.0485, -2.4110], [1.7478, -7.0285, -0.7957], [0.1255, -7.3524, -1.4095], [2.9508, -7.9442, -1.6963], [2.1100, -5.2962, -0.8604], [1.7867, -7.3397, 0.2399], [9.6843, -1.5656, 3.8586], [8.2285, -2.3335, 3.2032], [11.1357, -2.4086, 3.3241], [9.7532, 0.1349, 3.3975], [9.6323, -1.6266, 4.9371], [-3.5242, 5.8237, 3.1517], [-4.1318, 5.7166, 4.8006], [-2.0300, 6.7559, 3.1007], [-3.2347, 4.1919, 2.5283], [-4.2536, 6.3228, 2.5379], [8.1020, 3.8131, 0.8966], [7.4870, 3.6784, 2.5530], [9.5076, 4.8729, 0.8456], [8.4924, 2.2189, 0.2555], [7.3279, 4.2449, 0.2763], [-0.3799, -6.2802, 4.8759], [0.7849, -7.4029, 4.1581], [0.4412, -4.9018, 5.6059], [-1.5229, -5.7084, 3.6674], [-0.9245, -6.8054, 5.6490], [-6.1435, 9.2609, 2.3021], [-5.3419, 8.7525, 0.8061], [-6.0878, 8.0253, 3.5743], [-5.4389, 10.7485, 2.9258], [-7.1766, 9.4562, 2.0469], [-8.9521, 1.0862, -7.9736], [-8.6928, 2.2549, -9.2707], [-8.8339, 1.8726, -6.3986], [-10.5172, 0.2828, -8.1621], [-8.1806, 0.3387, -8.0365], [6.7499, -2.3869, -1.0130], [6.5096, -3.8026, -2.0430], [7.1371, -0.9560, -1.9620], [5.3223, -2.0309, -0.0397], [7.5776, -2.5906, -0.3450], [-8.2303, 6.0993, -0.1891], [-7.7842, 6.8134, -1.7433], [-6.8533, 6.0367, 0.9163], [-9.5331, 7.0278, 0.5501], [-8.5874, 5.0937, -0.3657], [-5.3961, -3.8318, 3.5050], [-4.2512, -4.4869, 2.3326], [-5.4382, -4.8265, 4.9563], [-4.9861, -2.1574, 3.9147], [-6.3810, -3.8390, 3.0584], [4.1215, 2.8399, -3.3497], [5.1900, 1.6170, -2.6601], [3.9440, 4.2035, -2.2410], [4.7152, 3.3805, -4.9165], [3.1452, 2.3939, -3.4951], [4.3979, -5.9148, 4.6290], [5.5199, -7.0304, 5.4028], [4.2047, -4.4507, 5.5942], [4.9414, -5.5144, 2.9941], [3.4331, -6.3991, 4.5552], [0.9651, 6.6593, -3.7705], [2.3063, 7.2642, -2.8033], [0.9474, 4.8844, -3.7765], [-0.5698, 7.2884, -3.1787], [1.1012, 6.9961, -4.7893], [-12.1784, 3.6142, -4.7320], [-13.2911, 2.9455, -3.5377], [-10.7609, 4.3083, -3.9296], [-11.7110, 2.3903, -5.9067], [-12.6868, 4.4075, -5.2627], [-2.4603, -1.5089, 6.9208], [-3.7556, -2.1047, 7.9592], [-1.5606, -0.2200, 7.7219], [-1.3802, -2.8275, 6.4528], [-2.9068, -1.1028, 6.0232]],
  "mulliken_charge": [-1.279, 0.030, 1.023, 0.122, 0.631, -0.538, -0.058, -0.467, -0.085, 0.830, 0.241, -0.464, 0.793, -0.727, -0.040, -0.788, 0.666, -1.914, -0.236, 0.816, 0.467, 1.639, -0.666, -0.437, -0.506, -0.150, 2.217, -1.143, -1.164, 0.348, 0.223, 0.117, 0.027, -0.012, -0.322, 0.167, -0.474, 0.402, -0.171, 0.313, -1.040, 0.912, 0.350, 0.403, 0.136, 0.229, 0.091, 0.645, -1.475, 0.382, -0.080, -0.135, -0.205, 0.763, -0.240, 0.354, 0.214, -0.329, 0.157, 0.107, 0.332, 0.130, -0.072, -0.010, -0.187, 0.051, -0.083, -0.127, -0.109, -0.041, 0.331, -0.101, -0.074, -0.118, 0.045, 0.247, -0.073, -0.054, -0.121, -0.080, 0.332, 0.802, -0.137, -0.143, -0.113, -0.464, 0.138, -0.131, -0.118, -0.084, 0.195, -0.203, -0.134, -0.137, -0.023, 0.434, 0.022, -0.095, -0.073, -0.120, 0.289, 0.029, -0.115, -0.090, -0.123, 0.308, -0.119, -0.142, -0.086, 0.146, 0.368, -0.119, -0.125, 0.024, -0.122, 0.333, -0.152, -0.025, -0.103, -0.114, 0.388, 0.527, 0.012, -0.107, -0.128, -0.300, 0.600, -0.122, -0.124, -0.079, -0.246, -0.098, -0.109, -0.056, -0.102, 0.371, -0.023, -0.125, -0.112, -0.049, 0.301, 0.208, -0.115, -0.133, 0.017, 0.039],
  "lumo_ev": -2.40,
  "gap_ev": 8.8,
  "homo_ev": -11.17,
  "total_charge": 1
}

No. 3
{
  "formula": "C21H19IN5OSV",
  "method": "ωB97M-V with the def2-TZVPD basis set",
  "species": ["V", "N", "C", "N", "C", "N", "N", "C", "C", "C", "C", "C", "C", "N", "C", "C", "C", "C", "C", "C", "H", "H", "H", "H", "H", "H", "H", "H", "H", "H", "H", "C", "S", "O", "C", "C", "C", "C", "C", "C", "H", "H", "H", "H", "H", "H", "H", "H", "I"],
  "xyz": [[0.4645, 0.1123, 0.4465], [3.1857, -3.0216, -0.6468], [2.5559, -1.8518, -0.6386], [1.4814, -1.6243, 0.0666], [0.8928, -2.6497, 0.7881], [-0.2435, -2.4073, 1.3847], [-0.6533, -1.1529, 1.2773], [-1.7979, -0.7407, 1.7565], [-1.9963, 0.6700, 1.6646], [-3.1067, 1.3770, 2.1496], [-3.1077, 2.7549, 2.0616], [-2.0272, 3.3949, 1.4543], [-0.9839, 2.6355, 0.9572], [-0.9502, 1.3114, 1.0813], [1.5700, -3.9192, 0.8860], [1.1042, -4.9793, 1.6716], [1.8462, -6.1373, 1.7635], [3.0573, -6.2589, 1.0813], [3.5201, -5.2413, 0.2691], [2.7733, -4.0735, 0.1598], [3.9786, -3.1697, -1.2634], [2.9515, -1.0387, -1.2447], [-2.5107, -1.4224, 2.2081], [-3.9457, 0.8470, 2.5724], [-3.9311, 3.3329, 2.4472], [-1.9979, 4.4674, 1.3619], [-0.1408, 3.0942, 0.4463], [0.1630, -4.8649, 2.1837], [1.4861, -6.9608, 2.3583], [3.6416, -7.1584, 1.1846], [4.4410, -5.3503, -0.2841], [3.1821, 1.7898, 3.4623], [1.5238, 1.7786, 2.7371], [1.6985, 1.0128, 1.4160], [0.8024, 0.5080, 3.7769], [1.2624, -0.7993, 3.7022], [0.7120, -1.7489, 4.5455], [-0.2677, -1.3794, 5.4553], [-0.7412, -0.0768, 5.4994], [-0.2088, 0.8786, 4.6483], [3.5166, 0.7859, 3.7082], [3.1072, 2.3799, 4.3718], [3.8729, 2.2694, 2.7746], [2.0421, -1.0821, 3.0033], [1.0600, -2.7700, 4.5178], [-0.6622, -2.1108, 6.1405], [-1.5070, 0.1985, 6.2063], [-0.5605, 1.8996, 4.6543], [-0.1729, 0.4032, -2.0143]],
  "nbo_charge": [1.132, -0.485, 0.392, -0.638, 0.428, -0.329, -0.349, 0.159, 0.116, -0.170, -0.120, -0.199, 0.078, -0.498, -0.086, -0.154, -0.186, -0.126, -0.215, 0.150, 0.449, 0.240, 0.249, 0.254, 0.257, 0.259, 0.230, 0.250, 0.247, 0.249, 0.239, -0.778, 1.285, -0.949, -0.298, -0.168, -0.197, -0.160, -0.179, -0.206, 0.255, 0.271, 0.271, 0.220, 0.241, 0.246, 0.246, 0.240, -0.162],
  "de_lowest_kj_mol": 78.68,
  "multiplicity": 3,
  "lumo_ev": [-7.48, -7.52],
  "gap_ev": [6.5, 6.7],
  "homo_ev": [-14.00, -14.23],
  "total_charge": 2
}

Values of F_max, in order: 0.0349, 0.0624, 0.0668, all in hartree/bohr.